# 1
The following is a DFT calculation (wB97M-V/def2-TZVPD) of a cluster of 5 separate species, C15H36N8O5P in total.

Atoms and positions in Å:
C -1.06411 -3.50670 3.38094
P 0.02497 -2.41184 4.33753
O -1.05073 -1.27029 4.80508
N 0.71406 -1.44083 2.97578
C 1.39401 -1.93469 1.94940
N 1.68683 -3.24441 1.77500
C 2.37631 -3.28599 0.65205
N 2.53819 -2.08709 0.10683
N 1.91571 -1.21670 0.93616
H -1.82375 -2.95161 2.82481
H -0.49608 -4.10437 2.67315
H -1.54062 -4.16965 4.10352
H -1.89268 -1.32095 4.33595
H 0.61227 -0.43852 3.02351
H 2.77460 -4.18315 0.21021
H 3.00877 -1.75801 -0.73022
H 1.90520 -0.23132 0.70950
C 2.88805 1.06050 -1.93013
O 3.13392 0.25300 -1.02380
N 2.71699 0.73793 -3.20197
C 2.45660 1.73274 -4.23698
C 2.80549 -0.65598 -3.61026
H 2.80886 2.13623 -1.72826
H 1.49332 1.53323 -4.70674
H 3.23739 1.67474 -4.99164
H 2.43544 2.72615 -3.79326
H 2.03743 -1.25176 -3.11277
H 3.78591 -1.06566 -3.36483
H 2.66278 -0.71097 -4.68546
C 4.96325 1.26601 -7.63716
O 4.28323 0.89026 -6.69254
N 6.29548 1.40598 -7.60132
C 7.05463 1.85302 -8.75331
C 6.99599 1.09550 -6.36658
H 4.52094 1.52083 -8.61207
H 7.77836 1.09594 -9.05833
H 7.58959 2.77733 -8.53065
H 6.37508 2.03684 -9.58293
H 6.82975 0.05675 -6.08070
H 6.64363 1.73028 -5.55313
H 8.05963 1.26178 -6.51605
C -3.85781 -0.84580 1.80176
O -3.17042 -1.81434 1.51524
N -3.39685 0.42012 1.76857
C -4.20811 1.55697 2.16048
C -2.03390 0.60693 1.32127
H -4.90408 -0.92951 2.13493
H -4.32453 2.25097 1.32673
H -3.75494 2.08690 3.00034
H -5.19407 1.20274 2.45858
H -1.90873 0.27700 0.28842
H -1.35175 0.01479 1.93549
H -1.75455 1.65601 1.39848
C -6.52909 -0.42429 5.00939
O -7.17399 -0.54959 3.98512
N -6.71810 0.54612 5.92178
C -5.90564 0.65540 7.11460
C -7.78840 1.50478 5.69513
H -5.70328 -1.10998 5.27157
H -6.51618 0.56525 8.01460
H -5.38367 1.61377 7.14662
H -5.16568 -0.14329 7.12068
H -8.75107 0.99867 5.62882
H -7.63223 2.04522 4.76123
H -7.80764 2.21064 6.52179

Summary:
calculated total energy	-1748.5949	Eh
M	439.48	g mol⁻¹
2S+1	1
orbital gap	0.33257	Eh
charge	+1
maximum force	0.0127	hartree/bohr

***

# 2
The following is a DFT calculation (wB97M-V/def2-TZVPD) of a structure of composition C28H24N2O11P3Ta in a non-equilibrium geometry.

Atoms and positions in Å:
Ta 0.42223 0.91523 0.46282
O 1.82152 1.31736 1.64295
C 2.12252 1.94609 2.79769
C 3.42125 2.35079 3.03719
C 3.72003 3.02861 4.20652
C 2.72676 3.30440 5.14184
C 1.43242 2.89204 4.88960
C 1.11287 2.21412 3.71588
C -0.27625 1.83702 3.47109
N -0.69997 1.34009 2.38272
N -2.08127 1.09584 2.31089
C -2.35037 0.53721 1.18962
O -1.39336 0.21280 0.30849
C -3.74432 0.26768 0.79732
C -4.00261 -0.73792 -0.13094
C -5.30877 -1.00065 -0.51679
C -6.35072 -0.24901 0.01175
C -6.08796 0.76178 0.92925
C -4.78604 1.02102 1.32656
H 4.18120 2.12166 2.30086
H 4.73926 3.34534 4.38956
H 2.96341 3.83646 6.05376
H 0.64111 3.09842 5.60268
H -1.00812 2.00589 4.25568
H -3.17577 -1.30779 -0.54139
H -5.51307 -1.78884 -1.23236
H -7.37079 -0.44616 -0.29554
H -6.90089 1.35376 1.33085
H -4.56272 1.80923 2.03434
O -2.20061 2.54378 -1.43693
P -1.01908 3.46231 -0.95470
O -1.41652 4.84707 -0.79633
O -0.29313 2.73332 0.24007
O 0.15036 3.26011 -2.12258
P 0.94501 1.87264 -2.09335
O 1.64934 1.80918 -3.49890
O 1.90364 1.80472 -0.91332
O -0.05542 0.75339 -1.88232
H -1.90876 1.65331 -1.70221
H 1.90238 2.67017 -3.85248
O 2.11743 -1.67804 3.06533
C 1.60567 -1.55638 1.97949
O 0.47858 -0.92520 1.72251
C 2.19339 -2.16770 0.71240
P 1.32163 -1.30807 -0.62404
C 2.46609 -1.40558 -2.03352
C 3.60446 -0.59675 -1.98198
C 4.55539 -0.65564 -2.98892
C 4.37463 -1.51527 -4.06317
C 3.25254 -2.33061 -4.11497
C 2.30333 -2.28192 -3.10261
C -0.11957 -2.33091 -1.05783
C -0.68657 -3.18403 -0.11362
C -1.80034 -3.94765 -0.43625
C -2.35667 -3.86831 -1.70475
C -1.80679 -3.00699 -2.64632
C -0.69894 -2.23593 -2.32386
H 2.00142 -3.24067 0.69166
H 3.26724 -2.01103 0.65088
H 3.74732 0.08199 -1.15129
H 5.43610 -0.02741 -2.93519
H 5.10965 -1.55400 -4.85699
H 3.11297 -3.01227 -4.94465
H 1.44122 -2.93680 -3.14837
H -0.28430 -3.23586 0.88878
H -2.23517 -4.60113 0.30997
H -3.22066 -4.47154 -1.95801
H -2.24235 -2.93089 -3.63550
H -0.28643 -1.55789 -3.05901

Summary:
calculated total energy	-3100.1577	Eh
energy above the lowest of the compared OMol25 structures with the same formula, charge and spin	53.7	kJ/mol
M	838.37	g mol⁻¹
2S+1	1
orbital gap	0.29496	Eh
maximum force	0.0464	hartree/bohr

***

# 3
The following is a DFT calculation (wB97M-V/def2-TZVPD) of a cluster of 13 separate species, C39H91N13O13 in total in a non-equilibrium geometry.

Atoms and positions in Å:
C -3.76855 3.40002 -4.97519
O -4.74883 4.07345 -4.72896
N -2.50520 3.88982 -4.95438
C -1.35787 3.04414 -5.23773
C -2.16635 5.29412 -5.00217
H -3.81055 2.36832 -5.36091
H -0.93206 3.31241 -6.21386
H -1.70794 2.01836 -5.37137
H -0.53577 3.08124 -4.52612
H -2.19150 5.67334 -6.02813
H -2.86767 5.90268 -4.42969
H -1.19437 5.57523 -4.59777
C -2.92460 -3.23818 4.88892
O -2.61204 -4.11336 4.09293
N -2.59500 -1.94318 4.74275
C -3.10769 -0.95493 5.66713
C -1.70012 -1.38891 3.73124
H -3.46105 -3.40886 5.83239
H -3.42947 -0.02853 5.19337
H -2.31750 -0.71057 6.38745
H -3.92807 -1.37426 6.24851
H -1.42638 -2.02082 2.89395
H -2.20316 -0.49526 3.35083
H -0.84260 -1.05032 4.31674
C -1.54685 -5.30128 -0.23246
O -0.90434 -4.25992 -0.11200
N -1.45506 -6.21132 0.76063
C -2.29227 -7.39741 0.75843
C -0.63437 -6.07227 1.95707
H -2.22572 -5.62927 -1.02828
H -1.64666 -8.26573 0.91233
H -2.86049 -7.49434 -0.16551
H -3.03057 -7.37560 1.56495
H -1.19599 -6.08302 2.88980
H 0.01324 -6.95314 1.91552
H -0.03414 -5.16962 1.91103
C -5.12488 -3.90004 -0.83823
O -5.59207 -4.98696 -1.07874
N -4.51373 -3.60976 0.36016
C -3.56002 -2.56729 0.59271
C -4.66404 -4.41689 1.56028
H -5.12677 -3.00423 -1.48423
H -3.25671 -2.07338 -0.33586
H -2.72010 -2.98024 1.15163
H -3.86186 -1.68044 1.17618
H -4.53944 -3.73650 2.39938
H -5.66178 -4.86084 1.54211
H -3.97601 -5.24658 1.74097
C -0.95901 -3.20696 -3.53695
O 0.22329 -3.49501 -3.58355
N -1.61260 -2.81414 -4.67104
C -3.04409 -2.62051 -4.66069
C -0.99147 -2.89313 -5.97843
H -1.53782 -3.23948 -2.60323
H -3.35559 -1.85444 -5.37433
H -3.48065 -2.31011 -3.71004
H -3.60063 -3.52175 -4.94329
H 0.02398 -3.26638 -5.85377
H -1.48597 -3.44782 -6.77169
H -0.80788 -1.87022 -6.32267
C 4.33024 2.23496 2.77366
O 3.54027 2.71653 3.57709
N 3.98999 1.58740 1.64815
C 2.62490 1.48495 1.20011
C 4.94370 1.03090 0.71465
H 5.40451 2.47486 2.85347
H 2.21295 0.48438 1.03741
H 2.49395 2.03933 0.26811
H 1.94098 1.90565 1.93545
H 4.95793 1.49071 -0.27255
H 5.95259 1.10588 1.12923
H 4.65653 -0.01866 0.78551
C -0.57484 1.45969 -1.37105
O 0.02958 2.05528 -2.25555
N -0.21260 0.25077 -0.91292
C -0.86661 -0.30488 0.26976
C 0.92096 -0.49468 -1.39905
H -1.40875 1.90034 -0.80591
H -1.77226 0.14392 0.67808
H -0.17787 -0.06673 1.09224
H -1.01729 -1.38164 0.20298
H 1.62714 0.15386 -1.90675
H 1.42801 -0.96614 -0.55503
H 0.59405 -1.29527 -2.06690
C 0.06692 1.30351 6.75499
O -1.05964 1.62843 7.11023
N 0.52334 1.31743 5.48613
C -0.29685 1.75128 4.39330
C 1.68248 0.50193 5.21411
H 0.73331 0.84969 7.50004
H -1.12158 2.36121 4.75400
H -0.60604 0.94401 3.73903
H 0.27855 2.47334 3.80510
H 2.24102 0.96726 4.39801
H 2.40633 0.45081 6.02884
H 1.58149 -0.54975 4.91984
C 1.52946 -2.63771 1.51067
O 1.46123 -1.87549 2.46226
N 2.68129 -3.02372 0.91556
C 2.65670 -4.04484 -0.13169
C 3.99712 -2.55906 1.26041
H 0.66609 -3.08920 0.99363
H 2.94489 -4.99276 0.33255
H 3.31765 -3.72102 -0.93333
H 1.65626 -4.22704 -0.52639
H 4.78244 -3.27771 1.51673
H 4.41716 -2.07775 0.37072
H 3.93258 -1.83440 2.07141
C 4.99205 4.20720 -0.64979
O 6.19176 4.31052 -0.51825
N 4.37532 3.78721 -1.78822
C 2.94526 3.69123 -1.97827
C 5.18762 3.55509 -2.95736
H 4.24598 4.33010 0.16020
H 2.74630 2.86984 -2.66042
H 2.41459 4.59408 -2.29674
H 2.44868 3.53325 -1.01748
H 4.90037 4.22510 -3.77412
H 6.22980 3.78209 -2.73951
H 5.18222 2.53833 -3.34860
C 1.69793 6.01391 1.04048
O 2.21170 6.86672 0.34959
N 0.78284 5.11781 0.55559
C 0.21282 4.07473 1.41440
C 0.15346 5.28108 -0.74588
H 1.85676 5.85785 2.12111
H 1.00409 3.52951 1.92775
H -0.47972 3.40680 0.92663
H -0.28107 4.59870 2.24013
H 0.66849 6.04060 -1.32606
H 0.26940 4.26057 -1.12064
H -0.90744 5.53197 -0.65449
C 5.34866 -1.02350 -2.45777
O 4.52972 -1.16969 -1.54836
N 5.02751 -0.47078 -3.63823
C 6.00246 -0.67292 -4.74510
C 3.74244 0.07110 -4.09058
H 6.37067 -1.30510 -2.17004
H 6.38260 0.32234 -4.99728
H 5.57749 -1.07229 -5.66210
H 6.83642 -1.22499 -4.32407
H 3.01907 0.05949 -3.28454
H 3.89231 1.08431 -4.45559
H 3.47262 -0.55711 -4.93860
C -3.22606 3.01863 2.37158
O -2.22753 2.44997 1.97987
N -4.49655 2.66129 2.04532
C -5.69871 3.10572 2.77538
C -4.69933 1.57119 1.10180
H -3.26343 3.88604 3.04964
H -6.29452 3.70672 2.08845
H -5.34652 3.73183 3.59098
H -6.26124 2.22783 3.07753
H -5.41628 0.82748 1.47353
H -5.24660 2.03984 0.27686
H -3.79134 1.00862 0.92684

Summary:
calculated total energy	-3230.4955	Eh
energy above the lowest of the compared OMol25 structures with the same formula, charge and spin	849.3	kJ/mol
M	950.23	g mol⁻¹
2S+1	1
orbital gap	0.32759	Eh
maximum force	0.0555	hartree/bohr

***

# 4
The following is a DFT calculation (wB97M-V/def2-TZVPD) of a structure of composition C42H51O11Zr in a non-equilibrium geometry.

Atoms and positions in Å:
Zr -1.39482 -3.28747 2.23350
C 1.82684 0.19625 -1.17567
C 2.23346 -0.38432 -2.24368
O -2.65987 -2.25577 0.90940
H 2.63013 -1.38548 -2.33369
H 1.60060 -0.33670 -0.17274
H 1.71395 1.30408 -1.04750
H -7.29233 2.96061 -1.49204
H 2.17872 0.13361 -3.17418
C 6.16563 4.28477 -5.65015
O 5.52060 4.30738 -4.42654
C 5.12557 3.02846 -4.04077
C 4.30910 3.22613 -2.77896
O 4.87577 2.81173 -1.53990
C 5.24557 3.85240 -0.61118
H 6.01899 5.23923 -6.17578
H 5.81958 3.52271 -6.29562
H 7.24099 4.10841 -5.48481
H 6.04992 2.40668 -3.80052
H 4.54435 2.47181 -4.78760
H 3.25893 2.83562 -2.79156
H 4.18379 4.28000 -2.77084
H 5.10875 4.85255 -1.03164
H 6.29427 3.73250 -0.36106
H 4.55695 3.76705 0.28660
C -0.55021 4.81710 5.58998
O -1.84972 4.20126 5.39209
C -1.64597 2.85372 5.83465
C -2.83981 2.00942 5.35313
O -2.66805 1.42217 4.04670
C -2.87262 2.45935 3.12114
H 0.16838 4.25211 5.03486
H -0.25853 4.86012 6.66569
H -0.56121 5.82817 5.15799
H -1.47152 2.90520 6.92097
H -0.68906 2.46473 5.36614
H -3.67191 2.67745 5.31795
H -3.08980 1.25642 6.13369
H -2.00766 3.09203 3.09234
H -3.76719 2.99567 3.42713
H -3.00376 1.97971 2.13105
C -3.86844 -5.15026 2.27132
O -2.51983 -5.04555 1.68064
C -2.09976 -5.96363 0.51596
C -0.96241 -5.23071 -0.16613
O -0.30286 -4.14294 0.86233
C -2.89314 -1.22136 -1.97388
H -3.90128 -4.45999 3.10668
H -4.13759 -6.17566 2.63158
H -4.65166 -4.85435 1.56007
H -2.96461 -5.92550 -0.15557
H -1.90123 -6.95267 0.89996
H -1.32491 -4.57195 -0.97386
H -0.10659 -5.85630 -0.43180
H -3.03617 -2.18752 -2.48257
H -2.27291 -1.31124 -1.13821
H -3.80590 -0.62999 -1.82270
C -2.22586 4.25666 -2.01722
C -1.78021 3.12391 -1.31005
C -1.72704 1.88374 -1.89214
C -1.93091 1.74962 -3.27786
C -2.11590 2.86261 -4.01675
C -2.33316 4.06988 -3.35416
C -2.22822 2.78602 -5.49353
O -2.35683 3.74023 -6.25027
C -2.28319 1.40946 -5.97267
C -2.63337 1.32735 -7.31313
C -2.77523 0.17583 -7.91533
C -2.68612 -0.97863 -7.11880
C -2.47214 -0.95886 -5.74658
C -2.28156 0.30290 -5.19664
C -2.14027 0.49940 -3.82121
O -1.86671 -0.60557 -3.02213
H -2.57192 5.09978 -1.42191
H -1.43639 3.28057 -0.31146
H -1.26398 0.95675 -1.47895
H -2.68215 4.88332 -3.94215
H -2.80689 2.19149 -7.90543
H -3.03580 0.14326 -8.93688
H -2.91549 -1.89157 -7.69750
H -2.49642 -1.83275 -5.12507
C 4.99229 -4.74251 4.26036
C 5.26427 -3.63756 3.47862
C 4.24441 -2.91626 2.96256
C 2.93477 -3.28445 3.13518
C 2.63532 -4.42217 3.92190
C 3.66155 -5.17605 4.44145
C 1.14757 -4.70533 3.82063
O 0.60340 -5.53463 3.15634
C 0.29676 -3.40907 4.14467
C -0.90760 -3.20052 4.80892
C -1.63079 -1.90036 4.71010
C -1.18344 -0.94596 3.73304
C -0.01803 -1.18148 2.98695
C 0.67880 -2.39248 3.13964
C 1.95947 -2.50917 2.38415
O 2.00071 -1.89728 1.33803
H 5.83920 -5.36296 4.57643
H 6.25711 -3.30100 3.20407
H 4.56618 -1.96926 2.49783
H 3.38519 -5.99994 5.04622
H -1.36948 -3.88864 5.48419
H -2.54154 -1.69268 5.26254
H -1.72894 -0.00160 3.63223
H 0.33104 -0.47131 2.19937

Summary:
calculated total energy	-2504.1893	Eh
M	823.08	g mol⁻¹
2S+1	1
orbital gap	0.04289	Eh
charge	+3
maximum force	0.1568	hartree/bohr

***

# 5
The following is a DFT calculation (wB97M-V/def2-TZVPD) of a cluster of 2 separate species, C4H10NO in total.

Atoms and positions in Å:
C 0.19834 0.09249 1.22951
C -0.62381 0.01117 0.02307
C -1.23078 -1.31090 -0.33760
C -1.32275 1.25204 -0.44881
N 0.89051 0.06869 0.18109
O 3.65818 0.01510 -0.23578
H 0.34116 0.13730 2.29187
H -1.36633 -1.39593 -1.41359
H -2.21335 -1.38217 0.13107
H -0.62459 -2.14437 0.01424
H -1.63490 1.15231 -1.48437
H -0.69613 2.13350 -0.34472
H -2.21482 1.40124 0.15880
H 1.88776 0.06517 -0.11367
H 4.39163 0.25633 0.33139
H 4.01653 -0.07105 -1.12547

Summary:
calculated total energy	-288.0866	Eh
energy above the lowest of the compared OMol25 structures with the same formula, charge and spin	200.9	kJ/mol
M	88.13	g mol⁻¹
2S+1	1
orbital gap	0.43149	Eh
charge	+1
maximum force	0.0191	hartree/bohr

***

# 6
The following is a DFT calculation (wB97M-V/def2-TZVPD) of an isolated molecule of C4H5N3O4 in a non-equilibrium geometry.

Atoms and positions in Å:
N -1.26143 -1.85545 -0.50131
C -0.84671 -0.46618 -0.46138
C -1.81905 0.47071 0.28884
O -2.60735 0.00692 1.08086
O -1.78011 1.73812 -0.01295
C 0.57743 -0.33566 -0.07615
N 1.33462 -1.23055 0.32921
O 2.60903 -0.72200 0.53826
N 2.56534 0.55670 0.16791
C 1.32151 0.99653 -0.02763
O 0.87550 2.11189 -0.12549
H -0.44548 -2.31981 -0.15425
H -2.06932 -1.97164 0.16687
H -0.85675 -0.02550 -1.46518
H -0.90767 1.94370 -0.37585
H 3.31046 1.10221 0.62826

Summary:
calculated total energy	-620.5726	Eh
energy above the lowest of the compared OMol25 structures with the same formula, charge and spin	333.3	kJ/mol
M	159.10	g mol⁻¹
2S+1	1
orbital gap	0.37889	Eh
maximum force	0.0671	hartree/bohr
structure (SMILES)	N[C@@H](C(=O)O)c1no[nH]c1=O

***

What is the formula in the third record? C39H91N13O13